44
Properties=species:S:1:pos:R:3:nbo_charge:R:1 method="wB97M-V/def2-TZVPD" multiplicity=2 orbital_gap_ev="7.445 / 7.459" total_charge=+1 lumo_energy_ev="-4.4 / -4.4" e_tot_ha=-2580.7386
Yb -1.949 -0.551 -0.699 2.081
C -2.605 3.594 -1.162 -0.647
C -1.159 3.199 -1.103 0.191
N -0.259 4.113 -0.775 -0.357
C 1.031 3.776 -0.725 0.051
C 1.505 2.504 -0.978 -0.042
C 2.997 2.268 -0.845 -0.086
O 3.744 3.058 -1.749 -0.687
C 0.565 1.516 -1.318 -0.180
C 1.023 0.150 -1.572 0.229
N 0.311 -0.902 -1.396 -0.617
C 0.872 -2.201 -1.553 0.152
C 2.202 -2.473 -1.252 -0.234
C 2.709 -3.758 -1.351 -0.166
C 1.888 -4.809 -1.733 -0.173
C 0.553 -4.569 -2.024 -0.215
C 0.074 -3.278 -1.926 -0.171
I -1.953 -3.010 -2.476 0.273
C -0.787 1.879 -1.398 0.267
O -1.741 1.008 -1.809 -0.879
H -2.690 4.656 -0.953 0.253
H -3.191 3.043 -0.424 0.222
H -3.028 3.380 -2.144 0.235
H 1.726 4.565 -0.460 0.219
H 3.261 1.211 -0.927 0.154
H 3.315 2.584 0.147 0.214
H 3.500 2.841 -2.655 0.470
H 2.041 0.042 -1.937 0.200
H 2.845 -1.677 -0.895 0.228
H 3.747 -3.940 -1.109 0.243
H 2.274 -5.818 -1.794 0.245
H -0.097 -5.380 -2.320 0.244
N -1.402 -0.821 6.976 -0.268
C -1.569 -0.738 5.842 0.260
C -1.776 -0.640 4.417 -0.157
C -3.069 -0.575 3.898 -0.180
C -3.257 -0.487 2.530 -0.146
C -2.184 -0.457 1.630 -0.666
C -0.900 -0.520 2.195 -0.249
C -0.681 -0.611 3.562 -0.156
H -3.916 -0.594 4.571 0.236
H -4.278 -0.436 2.167 0.198
H -0.013 -0.486 1.559 0.185
H 0.321 -0.654 3.968 0.231